[1]
17
Properties=species:S:1:pos:R:3:forces:R:3 method="wB97M-V/def2-TZVPD" max_force_ha_per_bohr=0.054 relative_energy_ev=6.370 homo_lumo_gap_ha="0.27154 / 0.31766" total_energy_ha=-765.39600 spin_multiplicity=1
C 0.136674 2.581308 1.516760 -1.2 -2.4 -0.8
C -0.847847 -1.614423 -0.214487 -0.6 2.2 -0.4
C 0.096617 0.384988 -1.333247 1.3 -0.9 -1.6
C 1.210818 -0.471566 0.686780 -0.1 -1.5 0.0
C -0.145809 -0.246201 0.051358 -0.1 -0.5 -1.5
N 0.890056 3.404334 1.779397 0.8 1.0 0.3
N -1.007557 0.505811 0.932706 0.3 1.2 0.9
Cl -2.404426 1.132901 0.235650 0.4 -0.3 -0.1
H -0.343763 -1.977374 -1.079396 -0.1 -0.6 -0.8
H -0.814459 -2.309305 0.552009 0.5 -1.2 1.8
H -1.887132 -1.348895 -0.334106 -0.4 -0.5 -0.9
H 0.227391 1.448326 -1.323037 0.0 0.7 0.4
H -0.649005 0.150704 -2.117477 0.1 0.1 0.7
H 1.108298 -0.021065 -1.737488 -1.9 0.6 0.6
H 1.200944 -1.392096 1.354864 0.1 1.4 -0.5
H 1.892676 -0.686587 -0.195085 -0.3 0.5 1.7
H 1.336525 0.459139 1.224799 1.3 0.0 0.3

=====

[2]
34
Properties=species:S:1:pos:R:3:forces:R:3 method="wB97M-V/def2-TZVPD" max_force_ha_per_bohr=0.060 relative_energy_ev=0.000 homo_lumo_gap_ha=0.35852 charge=-2 total_energy_ha=-2348.50793 spin_multiplicity=1
Li -2.010619 -1.609565 -0.313528 -0.2 -0.4 -0.3
B -0.478095 -3.662616 -0.618609 0.6 -1.6 -0.3
F -1.840286 -3.824872 -0.751864 -0.5 0.0 0.3
F -0.020065 -4.424362 0.487685 0.1 0.4 0.0
F 0.191218 -4.137745 -1.770921 0.0 0.4 0.3
F -0.240225 -2.278545 -0.411658 0.3 0.3 0.1
B -2.757012 -1.391968 -2.610184 -2.6 -1.4 -0.9
F -2.280119 -2.660960 -2.930459 0.9 0.8 -0.4
F -3.346706 -0.810441 -3.751861 0.5 0.5 -0.1
F -3.830247 -1.660318 -1.696818 0.5 0.6 0.2
F -1.862726 -0.507171 -1.991764 0.5 -0.1 0.1
B -3.069588 -0.956270 1.544886 -1.3 -0.1 1.7
F -3.967999 -0.668737 2.595828 0.1 0.0 0.0
F -1.781425 -1.174966 2.058034 0.2 0.0 -0.2
F -3.506344 -2.141368 0.900342 0.5 0.6 0.0
F -3.044842 0.129649 0.668939 0.3 -0.1 -0.5
C 1.926003 1.058534 1.308416 1.0 -0.3 0.2
C 3.392744 1.350684 1.619173 -0.1 0.5 0.9
C 3.650373 2.874483 1.711168 -0.8 0.7 0.3
F 2.673315 3.446266 2.521334 0.8 -0.5 -0.2
F 4.863027 3.152964 2.266115 -0.4 -0.3 -0.2
F 3.644864 0.800700 2.855336 0.1 0.2 -0.4
F 4.312375 0.847155 0.756073 -0.5 0.0 0.1
O 1.694697 1.563050 0.008998 -0.6 -0.5 0.1
C 0.353001 1.551731 -0.330352 0.9 1.1 -0.7
C 0.242115 1.705675 -1.856587 -0.2 0.8 0.2
F 0.733490 2.925882 -2.247998 0.3 0.2 0.2
F 1.013477 0.772240 -2.411092 -0.2 -0.3 -0.4
F -0.276109 0.461878 0.027968 0.0 -0.5 0.5
F -0.225375 2.610219 0.293850 -0.4 0.1 0.0
H 1.357605 1.564622 2.088374 -0.2 0.1 -0.2
H 1.745707 -0.012700 1.407794 0.0 -0.1 -0.3
H 3.541127 3.395995 0.754199 0.3 -0.4 0.0
H -0.797340 1.710889 -2.180806 0.0 -0.7 0.0

=====

[3]
23
Properties=species:S:1:pos:R:3:forces:R:3 method="wB97M-V/def2-TZVPD" max_force_ha_per_bohr=0.106 relative_energy_ev=5.825 smiles=C[C@@]12C[C@H]3C[C@H]3C[C@H]1C2 homo_lumo_gap_ha=0.36981 total_energy_ha=-351.11613 spin_multiplicity=1
C -1.137394 -1.322578 -1.126208 -4.5 1.9 2.2
C -0.991195 -0.435205 0.131434 -2.3 -0.9 -1.6
C 0.049144 -1.019131 1.009124 -1.5 -2.6 3.9
C 1.417838 -0.434470 0.797862 -0.8 0.1 0.1
C 1.958733 -0.597957 -0.589108 -0.2 0.2 -1.6
C 1.555705 0.823094 -0.164592 1.0 -1.4 1.7
C 0.349596 1.637451 -0.525712 -1.2 4.9 -1.9
C -0.793643 1.011922 0.178693 -0.5 -0.9 2.0
C -2.265532 0.545714 0.377650 2.5 0.3 0.2
H -2.186292 -1.759976 -1.179895 1.5 -0.4 0.6
H -1.227463 -0.703719 -1.929579 0.8 1.6 -2.9
H -0.350490 -1.941533 -1.035444 2.1 -2.6 -0.8
H 0.155599 -2.151299 1.061307 -0.2 0.9 -0.9
H -0.368479 -0.955875 2.073532 1.0 0.8 -0.8
H 1.979036 -0.628319 1.766013 0.1 0.7 -1.8
H 1.286575 -1.008771 -1.475057 1.7 0.6 2.2
H 3.040949 -0.851162 -0.622988 -0.9 0.4 -0.5
H 2.303378 1.483968 0.217930 0.9 0.0 -0.3
H 0.204272 2.018322 -1.727789 0.5 -1.5 3.2
H 0.441376 2.718022 0.091941 0.2 -2.5 -2.0
H -0.389689 0.996470 1.237493 -0.8 1.1 -0.9
H -3.038807 0.743792 -0.339413 0.2 -0.7 -1.1
H -2.709480 0.787042 1.327094 0.4 -0.2 0.7